DFT (ωB97M-V with the def2-TZVPD basis set) results for an isolated ion of composition C4H8NO2 and charge +1.

Structure (XYZ):
```
15
Properties=species:S:1:pos:R:3:lowdin_charge:R:1
O 1.59 -1.66 -0.42 0.0296
C 0.47 -0.90 -0.03 -0.4149
O 0.58 -0.32 1.23 -0.0215
C 0.15 0.22 -1.13 0.0021
C -0.74 1.06 -0.37 -0.1870
C -1.17 2.15 0.18 0.2389
N -1.81 0.74 0.61 0.1546
H 1.84 -2.34 0.23 0.1249
H -0.43 -1.59 0.09 0.1776
H 1.44 0.02 1.57 0.1539
H -0.36 -0.09 -2.02 0.1364
H 1.06 0.69 -1.47 0.1469
H -1.40 3.19 0.48 0.1482
H -1.33 0.23 1.37 0.1359
H -2.81 0.51 0.60 0.1746
```

Output
Structure (SMILES)   OC(O)CC1=C[NH2+]1
Lowest unoccupied orbital energy   -3.483 eV
2S+1   1
HOMO level   -0.54856 Eh
DFT total energy   -9852.5557 eV
Strongest force on any atom   0.0710 Eh/bohr
Charge   +1
Relative energy (zero: lowest compared OMol25 entry of this formula, charge and spin)   3.775 eV